Density functional theory data (ωB97M-V with the def2-TZVPD basis set) for a structure of composition C14H16BrN2OSn.

Output
E_tot   -3515.92871 hartree
Frontier orbital gap   8.0820 eV
Relative energy (zero: lowest compared OMol25 entry of this formula, charge and spin)   10.8 kJ/mol
Net charge   +1
LUMO   -3.547 eV

Cartesian coordinates (Å):
Sn -0.014 -0.494 -0.207
C 3.195 -0.671 -0.884
N 2.371 0.044 0.100
C 2.619 1.491 0.006
C 2.660 -0.426 1.469
C 1.542 -0.056 2.414
C 1.809 0.297 3.728
C 0.769 0.577 4.603
C -0.544 0.505 4.163
C -0.809 0.165 2.844
C 0.221 -0.118 1.949
H 4.262 -0.519 -0.690
H 2.966 -0.315 -1.887
H 2.984 -1.740 -0.837
H 3.684 1.713 0.127
H 2.063 2.010 0.788
H 2.296 1.863 -0.968
H 3.622 -0.031 1.814
H 2.741 -1.516 1.436
H 2.835 0.352 4.072
H 0.983 0.860 5.626
H -1.363 0.718 4.838
H -1.841 0.116 2.511
O -6.007 2.222 0.065
C -4.872 1.533 0.017
C -4.802 0.140 0.116
C -3.568 -0.467 0.062
N -2.431 0.219 -0.087
C -2.521 1.537 -0.195
Br -0.842 2.389 -0.436
C -3.686 2.255 -0.150
H -6.775 1.654 0.191
H -5.699 -0.454 0.228
H -3.459 -1.542 0.140
H -3.706 3.332 -0.239

***

Density functional theory data (ωB97M-V with the def2-TZVPD basis set) for a cluster of 2 separate species, C14H16Cl2N4O5P in total at a distorted geometry.

Output
E_tot   -2400.00295 hartree
Frontier orbital gap   3.7871 eV
Net charge   -1
LUMO   1.250 eV

Cartesian coordinates (Å):
C -1.806 -2.886 3.283
C -2.799 -2.293 2.280
N -2.276 -1.155 1.517
C -2.008 -1.238 0.140
Cl -3.414 -0.882 -0.836
C -0.826 -1.460 -0.427
C -0.545 -1.374 -1.862
Cl 0.521 -1.652 0.630
C -2.081 0.022 2.117
N -2.537 0.287 3.374
C -2.152 1.520 3.581
N -1.484 2.036 2.564
N -1.386 1.064 1.588
P -0.317 1.267 0.058
C -1.527 2.100 -1.033
O 0.497 2.580 0.594
H -2.215 -2.854 4.292
H -1.568 -3.918 3.038
H -0.878 -2.316 3.290
H -3.697 -1.956 2.798
H -3.105 -3.019 1.530
H 0.513 -1.540 -2.106
H -1.133 -2.094 -2.440
H -0.783 -0.363 -2.195
H -2.318 2.071 4.494
H -1.044 2.935 2.493
H -1.656 1.454 -1.901
H -2.494 2.325 -0.586
H -1.051 3.019 -1.379
H -0.009 3.396 0.686
C 3.273 1.651 -1.960
C 4.687 1.519 -2.033
C 5.244 0.181 -2.629
O 6.468 0.075 -2.764
C 4.316 -0.840 -2.958
C 2.932 -0.701 -2.863
C 2.380 0.674 -2.379
O 1.123 0.791 -2.357
O 2.088 -1.599 -3.106
O 5.486 2.381 -1.664
H 2.850 2.573 -1.567
H 4.736 -1.782 -3.299

***

Density functional theory data (ωB97M-V with the def2-TZVPD basis set) for a structure of composition C14H16ClFLiN5O13S.

Output
E_tot   -2760.81680 hartree
Frontier orbital gap   7.4112 eV
Relative energy (zero: lowest compared OMol25 entry of this formula, charge and spin)   19.4 kJ/mol
Net charge   -2
LUMO   4.117 eV

Cartesian coordinates (Å):
Li 1.002 -0.645 -1.446
O -1.850 1.265 0.019
C -0.982 1.904 -0.806
O -1.053 1.847 -2.004
C 0.065 2.627 -0.002
O 1.060 3.166 -0.829
C 2.361 2.942 -0.326
C 2.822 1.469 -0.198
O 3.894 1.315 0.399
O 2.081 0.587 -0.713
H -1.939 0.361 -0.359
H 0.457 1.886 0.698
H -0.430 3.402 0.601
H 2.510 3.426 0.647
H 3.038 3.417 -1.039
C 2.130 2.170 6.335
C 3.163 1.924 5.237
C 2.636 1.027 4.156
N 1.709 1.375 3.339
N 1.359 0.407 2.439
C 2.045 -0.689 2.586
N 1.891 -1.824 1.872
S 3.192 -0.598 3.903
H 2.507 2.872 7.082
H 1.870 1.238 6.839
H 1.217 2.580 5.902
H 4.069 1.486 5.662
H 3.455 2.870 4.778
H 1.515 -1.766 0.931
H 2.618 -2.520 1.905
F -3.932 1.201 -5.147
C -4.143 0.184 -4.297
C -3.134 -0.565 -3.841
N -3.331 -1.619 -2.976
C -2.160 -2.420 -2.560
C -1.035 -1.471 -2.133
O -0.203 -1.152 -3.006
O -1.033 -1.067 -0.943
C -4.581 -1.936 -2.508
O -4.833 -2.858 -1.757
N -5.593 -1.111 -2.986
C -5.510 -0.054 -3.881
O -6.499 0.558 -4.237
H -2.099 -0.374 -4.106
H -1.826 -3.016 -3.408
H -2.479 -3.060 -1.746
H -6.515 -1.336 -2.645
O 2.750 -4.199 0.164
Cl 2.103 -3.895 -1.094
O 3.059 -3.953 -2.163
O 1.031 -4.827 -1.329
O 1.549 -2.550 -1.012

***

Density functional theory data (ωB97M-V with the def2-TZVPD basis set) for the molecule C14H16F10O5S at a distorted geometry.

Output
E_tot   -2316.09341 hartree
Frontier orbital gap   10.6708 eV
Net charge   0
SMILES string   CC(=O)OCC[C@H]1OS(=O)(=O)CC[C@]1([C@@H](C)F)C(F)(F)C(F)(F)C(F)(F)C(F)(F)F
LUMO   0.351 eV

Cartesian coordinates (Å):
C 2.657 1.944 2.893
C 3.576 1.364 1.856
O 4.606 0.908 2.163
O 3.186 1.437 0.563
C 3.357 0.198 -0.170
C 2.278 0.150 -1.256
C 1.118 -0.820 -1.040
O 1.673 -2.078 -0.601
S 0.765 -3.270 -1.175
O 1.096 -4.449 -0.473
O 0.865 -3.444 -2.581
C -0.901 -2.824 -0.687
C -1.255 -1.321 -0.691
C -0.107 -0.362 -0.193
C 0.103 -0.397 1.339
C -0.800 -1.351 2.135
F 1.394 -0.704 1.719
C -0.591 1.027 -0.674
F 0.209 1.937 -0.083
F -0.378 1.209 -1.970
C -2.035 1.448 -0.284
F -2.396 1.013 0.910
F -2.001 2.782 -0.131
C -3.216 1.177 -1.276
F -2.901 0.651 -2.451
F -4.052 0.310 -0.690
C -4.116 2.422 -1.569
F -5.097 1.955 -2.330
F -4.676 2.893 -0.503
F -3.507 3.321 -2.277
H 2.282 2.913 2.556
H 1.781 1.321 3.070
H 3.172 2.052 3.838
H 4.344 0.251 -0.629
H 3.378 -0.671 0.481
H 2.789 -0.208 -2.154
H 2.000 1.173 -1.488
H 0.707 -1.010 -2.036
H -1.552 -3.306 -1.416
H -1.113 -3.326 0.249
H -2.186 -1.188 -0.149
H -1.371 -1.048 -1.740
H -0.119 0.576 1.778
H -1.857 -1.174 1.963
H -0.618 -1.095 3.180
H -0.491 -2.387 2.025

***

What is the net charge in the fourth record? 0

***

Among the records above, which one has the lowest LUMO? C14H16BrN2OSn

***

Which of these has the lowest frontier orbital gap? C14H16Cl2N4O5P

***

Repeat the fourth record exactly.
Density functional theory data (ωB97M-V with the def2-TZVPD basis set) for the molecule C14H16F10O5S at a distorted geometry.

Output
E_tot   -2316.09341 hartree
Frontier orbital gap   10.6708 eV
Net charge   0
SMILES string   CC(=O)OCC[C@H]1OS(=O)(=O)CC[C@]1([C@@H](C)F)C(F)(F)C(F)(F)C(F)(F)C(F)(F)F
LUMO   0.351 eV

Cartesian coordinates (Å):
C 2.657 1.944 2.893
C 3.576 1.364 1.856
O 4.606 0.908 2.163
O 3.186 1.437 0.563
C 3.357 0.198 -0.170
C 2.278 0.150 -1.256
C 1.118 -0.820 -1.040
O 1.673 -2.078 -0.601
S 0.765 -3.270 -1.175
O 1.096 -4.449 -0.473
O 0.865 -3.444 -2.581
C -0.901 -2.824 -0.687
C -1.255 -1.321 -0.691
C -0.107 -0.362 -0.193
C 0.103 -0.397 1.339
C -0.800 -1.351 2.135
F 1.394 -0.704 1.719
C -0.591 1.027 -0.674
F 0.209 1.937 -0.083
F -0.378 1.209 -1.970
C -2.035 1.448 -0.284
F -2.396 1.013 0.910
F -2.001 2.782 -0.131
C -3.216 1.177 -1.276
F -2.901 0.651 -2.451
F -4.052 0.310 -0.690
C -4.116 2.422 -1.569
F -5.097 1.955 -2.330
F -4.676 2.893 -0.503
F -3.507 3.321 -2.277
H 2.282 2.913 2.556
H 1.781 1.321 3.070
H 3.172 2.052 3.838
H 4.344 0.251 -0.629
H 3.378 -0.671 0.481
H 2.789 -0.208 -2.154
H 2.000 1.173 -1.488
H 0.707 -1.010 -2.036
H -1.552 -3.306 -1.416
H -1.113 -3.326 0.249
H -2.186 -1.188 -0.149
H -1.371 -1.048 -1.740
H -0.119 0.576 1.778
H -1.857 -1.174 1.963
H -0.618 -1.095 3.180
H -0.491 -2.387 2.025